The molecule C7H6OS2 at a distorted geometry, computed with ωB97M-V/def2-TZVPD.

Summary:
E_tot (eV): -31068.22578
Frontier orbital gap (hartree): 0.2978
Energy above the lowest of the compared OMol25 structures with the same formula, charge and spin (eV): 5.669
LUMO (hartree): -0.00751
Molecular weight (g/mol): 170.3

```
! RIJCOSX wB97M-V def2-TZVPD def2/J DEFGRID3
* xyz 0 1
C -0.18 2.34 0.11
C 0.92 1.51 0.23
C -1.50 2.00 0.01
C 0.91 0.16 0.12
C -1.72 0.60 -0.16
C -0.87 -0.44 -0.09
C 1.70 -2.52 -0.37
O -3.11 -1.15 1.33
S 2.14 -0.92 0.44
S -2.67 -0.97 -0.05
H 0.03 3.40 0.05
H 1.90 1.75 0.00
H -2.38 2.67 0.20
H 1.38 -2.12 -1.47
H 0.88 -3.15 0.15
H 2.58 -3.17 -0.52
*
```